Molecular formula: C21H56B2F8FeO21S7
Method: DFT, the ωB97M-V functional and the def2-TZVPD basis

The geometry in ORCA input format:
```
! RIJCOSX wB97M-V def2-TZVPD def2/J DEFGRID3
* xyz 0 5
Fe -0.16977 0.12203 -0.81356
B -1.50807 0.12085 -3.21528
F -0.52318 -0.83423 -3.01087
F -2.77214 -0.41137 -3.04145
F -1.35536 1.07366 -2.27785
F -1.35658 0.61909 -4.45884
B 2.44338 0.64678 -1.58256
F 1.29437 0.66690 -2.24049
F 3.18562 -0.30488 -2.20276
F 2.96123 1.95895 -1.55933
F 2.20910 0.31017 -0.31223
O 1.48757 3.60557 1.44353
S 0.51101 3.49178 0.36420
O 0.19805 2.14617 -0.17472
O -0.94498 4.21230 0.83783
C -1.04859 5.49838 1.40656
C -2.20564 6.33506 0.75901
C 0.84994 4.61453 -1.08323
H -0.06426 5.96230 1.46960
H -1.18270 5.31068 2.47188
H -3.16118 5.81376 0.70182
H -1.96445 6.63100 -0.26195
H -2.34125 7.27661 1.29117
H 0.77962 5.62786 -0.68786
H 0.23046 4.33238 -1.93455
H 1.92707 4.47867 -1.18031
O -1.71232 -1.73265 -0.78049
S -2.29827 -3.02949 -1.15231
O -1.70579 -3.83222 -2.21754
O -2.29667 -4.06653 0.07201
C -2.50823 -3.55511 1.40721
C -2.21085 -4.69948 2.37767
C -4.17056 -2.77891 -1.30723
H -3.56160 -3.30369 1.53084
H -1.78890 -2.74098 1.49596
H -1.18365 -5.05414 2.29290
H -2.80647 -5.60585 2.26896
H -2.23399 -4.31229 3.39632
H -4.48659 -1.83934 -1.76046
H -4.73533 -2.83528 -0.37666
H -4.54630 -3.49521 -2.03787
O 0.18620 -1.31098 3.65073
S 0.28219 -0.20331 2.68496
O 0.22984 -0.39866 1.22623
O -0.75107 1.03281 3.04993
C -0.84074 1.44086 4.45097
C -1.99734 2.42364 4.63429
C 1.88894 0.65775 3.02047
H 0.08916 1.85546 4.84020
H -0.99633 0.54759 5.05592
H -2.16056 2.59942 5.69756
H -2.92216 1.95675 4.29546
H -1.82646 3.33466 4.06075
H 1.75372 1.68276 2.67525
H 2.75096 0.23581 2.50377
H 2.07670 0.72605 4.09200
O -2.04637 0.66703 0.14318
S -3.51704 0.86818 0.30083
O -4.46414 -0.20441 0.55463
O -3.83110 1.94167 1.45551
C -5.20062 2.29613 1.70817
C -5.12534 3.44350 2.74376
C -4.08967 1.85124 -1.10935
H -5.64936 1.53453 2.34589
H -5.85068 2.55587 0.87267
H -4.67861 4.28658 2.21673
H -4.52053 3.20640 3.61902
H -6.16196 3.60486 3.03955
H -3.90844 1.25343 -2.00259
H -3.64557 2.84543 -1.05960
H -5.16771 1.96291 -0.99329
O 3.33792 -1.97612 4.43529
S 4.21680 -2.75007 3.52289
O 5.32082 -2.16333 2.79037
O 4.76873 -4.09753 4.32964
C 3.85847 -5.05274 4.77649
C 4.55965 -5.95495 5.76934
C 3.04118 -3.51423 2.29211
H 3.45652 -5.62353 3.93939
H 2.91313 -4.70765 5.19526
H 5.61132 -6.08761 5.51538
H 4.07140 -6.92374 5.87498
H 4.65135 -5.58209 6.78947
H 2.55419 -2.73678 1.70345
H 2.24003 -4.02207 2.82910
H 3.55937 -4.20953 1.63171
O 3.52603 6.57080 -6.98410
S 3.04590 5.27756 -7.44996
O 3.88730 4.53978 -8.32905
O 2.60646 4.34175 -6.12372
C 2.73730 2.94538 -6.27567
C 2.46766 2.41665 -4.91327
C 1.38230 5.42502 -8.24194
H 3.79821 2.84112 -6.50304
H 2.07966 2.45872 -6.99592
H 2.86774 2.95868 -4.05640
H 2.58041 1.33525 -4.83599
H 1.42092 2.47436 -4.61473
H 0.73411 5.63556 -7.39129
H 1.05474 4.54171 -8.79018
H 1.38539 6.22195 -8.98558
O 0.92138 -1.78569 -0.89854
S 1.72439 -3.00273 -1.16763
O 3.17398 -3.07850 -0.90983
O 0.93620 -4.33115 -0.52678
C 1.50042 -5.59031 -0.66762
C 0.91295 -6.40164 0.49238
C 1.55287 -3.48801 -3.01248
H 2.58911 -5.63027 -0.63219
H 1.10657 -5.95557 -1.61607
H -0.16522 -6.39827 0.33232
H 1.06161 -6.05917 1.51644
H 1.25378 -7.43396 0.57151
H 2.17894 -4.34108 -3.27400
H 1.87694 -2.58762 -3.53438
H 0.50088 -3.61575 -3.26764
*
```

Computed properties:
Total energy, Eh: -7313.693482
ΔE to the lowest compared entry with this formula, charge and spin, kcal/mol: 113.4
Kohn-Sham gap (spin up / spin down), eV: 10.48 / 8.81
Molar mass, g mol⁻¹: 1098.58
<S²>: 6.004
Lowest unoccupied orbital energy (spin up / spin down), eV: -0.05 / -0.05